1.
Here is C33H22BF9O2S in the gas phase at a distorted geometry from the Open Molecules 2025 dataset. Energies are from ωB97M-V/def2-TZVPD.

Its spin multiplicity is 1. The value obtained for the molar mass is 664.40 g/mol. For the HOMO energy, the calculation gives -7.659 eV. The energy above the lowest of the compared OMol25 structures with the same formula, charge and spin is 313.38 kJ/mol. The calculation puts the largest force on an atom at 4.43 eV Å⁻¹.

Structure (XYZ):
```
68
C33H22BF9O2S (ωB97M-V/def2-TZVPD)
F -5.32091 3.04590 -2.12655
C -4.94950 1.88699 -2.75112
F -5.96163 0.98712 -2.47150
F -4.97739 2.11284 -4.09962
C -3.61801 1.35242 -2.31398
C -3.61597 0.10711 -1.67972
C -2.41511 -0.43287 -1.22923
C -1.19468 0.29382 -1.37619
C 0.11099 -0.24207 -0.84400
C 1.39388 0.34639 -1.31795
C 1.78005 1.67084 -1.14810
C 2.99245 2.13043 -1.66146
C 3.77967 1.24513 -2.39399
C 5.02642 1.72681 -3.05280
F 5.64993 0.72682 -3.76106
F 4.74156 2.72790 -3.93672
F 5.95700 2.20330 -2.18085
C 3.40310 -0.07921 -2.59875
C 2.18593 -0.50312 -2.11277
C -1.21686 1.46928 -2.13142
C -2.42740 2.01279 -2.56955
H -4.53265 -0.41218 -1.50142
H -2.43217 -1.40007 -0.72941
H 0.15986 -1.22715 -1.24044
H 1.11737 2.34747 -0.62253
H 3.25630 3.18484 -1.50217
H 4.02351 -0.76974 -3.14255
H 1.85441 -1.51019 -2.30518
H -0.32141 2.02440 -2.36552
H -2.42160 2.97360 -3.08918
C -0.50786 -2.97115 5.79713
C -0.17797 -2.07310 4.66474
C 0.69658 -1.01510 4.63982
C 0.87625 -0.39344 3.41358
C 0.02833 -0.77413 2.36886
B 0.27131 -0.93089 0.51152
C -0.57724 0.35390 1.54003
C -1.99886 0.50004 1.44675
C -2.69007 1.67484 1.29371
C -1.96030 2.85063 1.21286
C -2.63857 4.11872 0.80434
F -2.25015 5.19996 1.51138
F -2.37205 4.43131 -0.50292
F -3.98958 4.04780 0.89382
C -0.59423 2.84585 1.40915
C 0.09242 1.65601 1.51019
O 1.74607 -1.27453 0.78243
C 1.85729 -2.53579 0.38199
C 0.58103 -3.15223 0.14602
C 0.51015 -4.37411 -0.50304
C 1.67721 -4.88158 -1.08434
C 2.91201 -4.28418 -0.84199
C 3.02153 -3.15527 -0.03908
O -0.44793 -2.34352 0.40280
S -0.81773 -2.25286 3.09507
H -0.10922 -2.66943 6.75387
H -1.57704 -3.06311 5.94785
H -0.11882 -3.96573 5.61496
H 1.25513 -0.69553 5.50295
H 1.49009 0.45806 3.19148
H -2.57171 -0.42355 1.51000
H -3.76053 1.69136 1.19629
H -0.04436 3.78214 1.47536
H 1.19824 1.67104 1.57388
H -0.43699 -4.87908 -0.54891
H 1.61239 -5.76361 -1.72586
H 3.81040 -4.71040 -1.30925
H 3.97767 -2.69895 0.21830
```



2.
Here is C33H22BiCl2N6O5 as an isolated structure from the Open Molecules 2025 dataset. Energies are from ωB97M-V/def2-TZVPD.

Its spin multiplicity is 1. The value obtained for the molar mass is 862.46 g/mol. The charge is -1. For the HOMO energy, the calculation gives -4.816 eV. The energy above the lowest of the compared OMol25 structures with the same formula, charge and spin is 3.31 kJ/mol. The calculation puts the largest force on an atom at 0.20 eV Å⁻¹.

Structure (XYZ):
```
69
C33H22BiCl2N6O5 (ωB97M-V/def2-TZVPD)
Bi -0.89597 0.27672 -0.46612
Cl 0.94117 6.13094 3.08293
C 0.92069 4.49385 2.49402
C -0.30272 3.92337 2.17959
C -0.37934 2.62468 1.67629
N -1.53564 1.98384 1.21346
C -2.75116 2.48555 1.44739
O -3.06530 3.50320 2.07410
C -3.90560 1.66065 0.89092
C -5.20113 2.13777 1.06609
C -6.25733 1.40082 0.56485
C -5.99738 0.21151 -0.10080
C -4.67759 -0.18523 -0.23310
N -3.65835 0.51735 0.25494
C 0.81828 1.88508 1.56552
C 2.03628 2.47102 1.87287
C 2.09273 3.77897 2.32604
Cl 3.64535 4.47702 2.67032
N 0.68795 0.55883 1.10629
C 1.49841 -0.41956 1.55017
O 2.53408 -0.30342 2.19653
C 1.00202 -1.82383 1.25456
C 1.83779 -2.90578 1.49342
C 1.34872 -4.17759 1.26994
C 0.04113 -4.33166 0.82796
C -0.71766 -3.19820 0.61116
N -0.24867 -1.96940 0.82375
H -1.20543 4.49566 2.31317
H -5.33184 3.07278 1.59085
H -7.27553 1.74896 0.68796
H -6.79353 -0.39239 -0.51394
H -4.41852 -1.10204 -0.75279
H 2.94701 1.90747 1.75822
H 2.84187 -2.71192 1.84112
H 1.97774 -5.04478 1.42763
H -0.37547 -5.30802 0.62156
H -1.72545 -3.26405 0.22113
C -1.11220 4.68072 -1.18315
O 0.13679 4.79992 -1.86064
C 1.16671 3.94394 -1.57028
C 2.41511 4.51005 -1.40958
C 3.55949 3.71949 -1.30792
C 3.43511 2.35274 -1.40507
C 2.17739 1.74580 -1.52190
C 2.15111 0.30947 -1.76643
N 1.12429 -0.44360 -1.65558
N 1.28923 -1.76219 -2.02969
C 0.12866 -2.36125 -2.18276
O -1.02718 -1.85467 -2.04142
C 0.21815 -3.82104 -2.53476
C 1.42950 -4.50834 -2.52464
C 1.46413 -5.86730 -2.79385
C 0.29024 -6.55550 -3.08102
C -0.91786 -5.87306 -3.09999
C -0.95195 -4.51205 -2.82521
C 1.00878 2.53734 -1.54214
O -0.20834 2.02519 -1.58439
H -1.60293 5.64590 -1.30455
H -1.72774 3.89362 -1.61406
H -0.96839 4.48519 -0.12298
H 2.47732 5.59071 -1.38584
H 4.52923 4.17980 -1.17608
H 4.31494 1.71942 -1.38485
H 3.07722 -0.15153 -2.11354
H 2.33090 -3.95699 -2.29413
H 2.40984 -6.39556 -2.77779
H 0.31904 -7.61766 -3.29133
H -1.83489 -6.40268 -3.32848
H -1.88214 -3.96025 -2.82276
```



3.
Here is C33H23Br2IN4O2Pt as an isolated structure at a distorted geometry from the Open Molecules 2025 dataset. Energies are from ωB97M-V/def2-TZVPD.

Its spin multiplicity is 1. The value obtained for the molar mass is 989.36 g/mol. The charge is +2. For the HOMO energy (spin up / spin down), the calculation gives -13.628 / -13.627 eV. The energy above the lowest of the compared OMol25 structures with the same formula, charge and spin is 137.23 kJ/mol. The calculation puts the largest force on an atom at 4.03 eV Å⁻¹.

Structure (XYZ):
```
66
C33H23Br2IN4O2Pt (ωB97M-V/def2-TZVPD)
Pt 0.78146 0.38734 0.78075
I -0.54303 1.70676 3.07329
C -2.15612 1.67709 1.74161
C -3.15784 2.62021 1.88753
C -4.19978 2.67163 0.95724
C -4.18729 1.83046 -0.12776
C -3.16081 0.87774 -0.28169
C -3.07928 0.09612 -1.45865
C -2.04600 -0.79483 -1.68566
C -1.12752 -1.03936 -0.69031
C -1.11439 -0.29757 0.56086
C -2.15963 0.75415 0.70504
H -3.12962 3.32856 2.70446
H -4.98489 3.40576 1.07361
H -4.95271 1.90876 -0.88962
H -3.85562 0.21645 -2.20543
H -2.01302 -1.36614 -2.60311
H -0.41253 -1.84849 -0.79033
C 5.30205 2.72956 3.08364
C 4.77007 1.73533 2.09454
C 5.61513 0.90740 1.35678
C 5.09672 0.00792 0.44513
C 3.72350 -0.04771 0.29330
Br 2.96779 -1.27103 -0.92232
N 2.89014 0.73106 0.98751
C 3.41374 1.60029 1.86828
H 6.05374 2.27109 3.72494
H 4.51075 3.12681 3.71680
H 5.77655 3.56537 2.56775
H 6.68715 0.96584 1.49979
H 5.73408 -0.64251 -0.13487
H 2.69830 2.20577 2.41202
Br 2.36012 -3.26485 3.55293
C 0.50534 -3.45977 3.84057
C 0.14179 -4.45478 4.73395
C -1.19354 -4.70071 5.01013
C -2.19129 -3.96006 4.39088
C -1.84031 -2.97355 3.49614
C -0.49372 -2.69968 3.20660
C -0.22088 -1.62191 2.26150
O -1.26370 -1.06981 1.67292
O 0.91607 -1.17624 2.03098
H 0.91376 -5.03974 5.21280
H -1.45203 -5.48074 5.71369
H -3.23257 -4.15378 4.60503
H -2.60874 -2.39164 3.00798
N -0.34274 10.62382 -1.81480
C -0.19224 9.48818 -1.74525
C -0.01088 8.06436 -1.65579
C 0.76304 7.53023 -0.62858
C 0.94114 6.16076 -0.54270
C 0.32645 5.34077 -1.47553
C -0.44679 5.85838 -2.50233
C -0.60937 7.22923 -2.59636
N 0.49288 3.91964 -1.37671
C 0.70856 3.04762 -2.41753
C 0.78619 1.80771 -1.87050
N 0.60572 1.92106 -0.50831
C 0.44234 3.20605 -0.24221
H 1.23439 8.18972 0.08642
H 1.57482 5.73909 0.22657
H -0.93185 5.20044 -3.21139
H -1.20790 7.65531 -3.38918
H 0.81807 3.38644 -3.43253
H 0.95953 0.85837 -2.34514
H 0.25250 3.63309 0.72818
```



4.
Here is C33H23N4O4P2Se2Ti as an isolated structure from the Open Molecules 2025 dataset. Energies are from ωB97M-V/def2-TZVPD.

Its spin multiplicity is 1. The value obtained for the molar mass is 807.31 g/mol. The charge is -1. For the HOMO energy (spin up / spin down), the calculation gives -5.190 / -5.189 eV. The energy above the lowest of the compared OMol25 structures with the same formula, charge and spin is 42.61 kJ/mol. The calculation puts the largest force on an atom at 0.60 eV Å⁻¹.

Structure (XYZ):
```
69
C33H23N4O4P2Se2Ti (ωB97M-V/def2-TZVPD)
Ti 0.59236 -3.17911 -1.04374
O -2.52631 -3.94814 1.53831
C -1.53008 -3.97294 0.84279
O -1.20673 -3.14752 -0.10146
C -0.45553 -5.02329 1.06309
C -0.42857 -5.99490 2.04291
C 0.71643 -6.77639 2.15609
C 1.80809 -6.54650 1.32690
C 1.70217 -5.54584 0.38104
N 0.58228 -4.84734 0.25738
C 2.81347 -5.00526 -0.50123
O 3.88813 -5.56429 -0.55275
O 2.45380 -3.91377 -1.10380
H -1.27718 -6.10425 2.70329
H 0.77156 -7.54361 2.91831
H 2.73464 -7.09564 1.41481
Se 3.48917 3.04217 1.30568
P 1.56543 2.19321 1.35322
C 0.72438 2.44999 2.95109
C 0.58420 1.43141 3.88888
C -0.02746 1.69530 5.10861
C -0.49632 2.96768 5.39732
C -0.35116 3.98681 4.46464
C 0.25807 3.72996 3.24778
C 0.39733 2.99002 0.20541
C -0.94757 2.62705 0.23430
C -1.86778 3.28602 -0.56609
C -1.45041 4.33742 -1.37314
C -0.11388 4.71275 -1.39193
C 0.81315 4.03365 -0.61194
C 1.49646 0.42664 1.03997
C 0.89051 -0.39927 0.09750
N 1.29777 -1.65617 0.41768
N 2.07044 -1.61742 1.48885
N 2.19807 -0.37494 1.88250
P 0.05225 -0.62345 -1.47881
Se -0.04490 -3.70464 -3.12146
C -1.67448 -0.10166 -1.38965
C -2.36574 0.27797 -2.53695
C -3.72298 0.55895 -2.47075
C -4.40039 0.44222 -1.26521
C -3.72074 0.02680 -0.12683
C -2.36490 -0.25084 -0.18941
C 0.90659 0.37599 -2.72745
C 0.55414 1.67497 -3.07186
C 1.29622 2.36716 -4.01826
C 2.39566 1.77004 -4.61628
C 2.75358 0.47254 -4.27409
C 2.00543 -0.22740 -3.34134
H 0.96304 0.44216 3.66858
H -0.13494 0.89839 5.83332
H -0.97507 3.16713 6.34789
H -0.71317 4.98303 4.68537
H 0.37554 4.52650 2.52228
H -1.27819 1.83163 0.89073
H -2.90491 2.97485 -0.55818
H -2.16991 4.86244 -1.98960
H 0.21181 5.53211 -2.02075
H 1.86026 4.31128 -0.61225
H -1.84758 0.34957 -3.48489
H -4.25279 0.85866 -3.36614
H -5.46100 0.65485 -1.21612
H -4.24911 -0.10133 0.80892
H -1.84282 -0.60290 0.69186
H -0.28901 2.15393 -2.59112
H 1.01916 3.38159 -4.27728
H 2.97540 2.31509 -5.35071
H 3.60849 0.00044 -4.73978
H 2.26615 -1.25155 -3.09602
```



5.
Here is C33H24KN2O3PS3 as an isolated structure at a distorted geometry from the Open Molecules 2025 dataset. Energies are from ωB97M-V/def2-TZVPD.

Its spin multiplicity is 1. The value obtained for the molar mass is 662.84 g/mol. The charge is -2. For the HOMO energy, the calculation gives -0.841 eV. The energy above the lowest of the compared OMol25 structures with the same formula, charge and spin is 47.91 kJ/mol. The calculation puts the largest force on an atom at 2.36 eV Å⁻¹.

Structure (XYZ):
```
67
C33H24KN2O3PS3 (ωB97M-V/def2-TZVPD)
K -0.03332 -0.47954 -0.39107
S 0.66727 0.62049 2.84467
C 2.17979 0.42172 2.16293
N 2.47643 0.19022 0.91081
C 3.82487 0.09469 0.67035
C 4.41299 -0.13557 -0.57463
C 5.79258 -0.21120 -0.67075
C 6.60450 -0.06130 0.45177
C 6.03962 0.17005 1.70012
C 4.65963 0.24890 1.79809
S 3.66875 0.52740 3.19960
H 3.77949 -0.25937 -1.44582
H 6.24481 -0.39297 -1.63857
H 7.68162 -0.13489 0.35594
H 6.66114 0.28609 2.58006
O -4.05872 -1.77769 -0.86721
S -2.90176 -1.14666 -0.27323
O -2.19434 -0.21741 -1.17031
O -1.96612 -2.05566 0.37147
C -3.51816 -0.07222 1.01863
C -4.36598 -0.64239 1.95382
C -4.83437 0.11171 3.01436
C -4.44179 1.43727 3.12799
C -3.60050 2.00613 2.18595
C -3.12321 1.26924 1.09665
P -1.87379 1.94671 -0.07910
C -1.73410 3.67678 0.60737
C -2.61250 4.73299 0.36392
C -2.38173 5.98532 0.91426
C -1.26756 6.20466 1.71468
C -0.38316 5.16488 1.96112
C -0.61438 3.91354 1.40562
C -2.85611 2.41201 -1.55588
C -4.22337 2.21654 -1.70809
C -4.85888 2.61226 -2.87679
C -4.13737 3.19954 -3.90553
C -2.76777 3.38136 -3.76780
C -2.13510 2.98829 -2.60003
H -4.64059 -1.68334 1.83492
H -5.49147 -0.33140 3.75276
H -4.78553 2.03268 3.96557
H -3.30358 3.03720 2.30673
H -3.48261 4.57534 -0.26322
H -3.07194 6.79791 0.71575
H -1.09028 7.18499 2.14219
H 0.49194 5.32821 2.57876
H 0.06569 3.09029 1.60460
H -4.78839 1.73463 -0.91889
H -5.92388 2.44490 -2.99056
H -4.63851 3.50578 -4.81622
H -2.19026 3.80698 -4.57924
H -1.06217 3.10764 -2.49467
C 0.36053 0.28885 -3.54751
C 1.29866 -0.59441 -4.00850
C 0.97034 -1.94235 -4.42546
C 1.90405 -2.79521 -4.92750
C 3.26645 -2.41711 -5.06651
C 3.62329 -1.11235 -4.63658
C 2.70066 -0.24881 -4.13148
C 4.21403 -3.28486 -5.62989
N 4.99646 -4.00036 -6.10503
H -0.69421 0.04066 -3.52196
H 0.63783 1.31016 -3.30571
H -0.06273 -2.25984 -4.33038
H 1.61874 -3.79524 -5.23675
H 4.66183 -0.80987 -4.72377
H 3.00522 0.74168 -3.80762
```



6.
Here is C33H25F3N6O2Sc as an isolated structure at a distorted geometry from the Open Molecules 2025 dataset. Energies are from ωB97M-V/def2-TZVPD.

Its spin multiplicity is 1. The value obtained for the molar mass is 639.55 g/mol. The charge is -1. For the HOMO energy (spin up / spin down), the calculation gives -4.510 / -2.376 eV. The energy above the lowest of the compared OMol25 structures with the same formula, charge and spin is 74.71 kJ/mol. The calculation puts the largest force on an atom at 1.83 eV Å⁻¹.

Structure (XYZ):
```
70
C33H25F3N6O2Sc (ωB97M-V/def2-TZVPD)
Sc -0.52976 -1.68449 0.17812
O -2.45192 -1.51830 -0.24825
C -3.54926 -2.15834 0.04737
C -4.72554 -1.91101 -0.68936
C -5.90780 -2.55792 -0.40358
C -5.98142 -3.48947 0.63660
C -4.84288 -3.74766 1.36767
C -3.62574 -3.10745 1.10231
C -2.47928 -3.47507 1.91860
N -1.30890 -2.99002 1.76907
N -0.30604 -3.50072 2.59317
C 0.83650 -2.92724 2.31882
O 1.01527 -1.96277 1.47615
C 2.03189 -3.46674 3.02899
C 1.90799 -4.28817 4.14553
C 3.03991 -4.77986 4.77665
C 4.30365 -4.46267 4.29345
C 4.43047 -3.64618 3.17788
C 3.29826 -3.14401 2.55120
H -4.65743 -1.18929 -1.49386
H -6.79058 -2.34090 -0.99401
H -6.90974 -3.99944 0.85934
H -4.87368 -4.47198 2.17608
H -2.62441 -4.22797 2.69372
H 0.91767 -4.53789 4.50194
H 2.93732 -5.41543 5.64769
H 5.18676 -4.85174 4.78550
H 5.41264 -3.39838 2.79487
H 3.37394 -2.50182 1.68390
N 1.22647 3.49974 -4.72285
C 2.01558 4.45759 -5.32087
C 1.84184 5.25600 -6.43818
C 2.87244 6.13673 -6.76113
C 4.02817 6.20155 -5.98077
C 4.19425 5.39554 -4.85972
C 3.17559 4.50756 -4.51833
N 3.09139 3.61559 -3.47567
C 1.90933 3.01237 -3.61077
C 1.37370 2.01296 -2.76560
C 0.08863 1.41392 -2.96453
C -0.36084 0.45411 -2.11070
N 0.34069 0.00241 -1.02771
C 1.57783 0.56861 -0.83564
C 2.10672 1.53017 -1.63411
H 0.32363 3.19569 -5.03319
H 0.94326 5.20155 -7.04193
H 2.77540 6.77837 -7.62824
H 4.81175 6.89652 -6.25876
H 5.09151 5.44598 -4.25517
H -0.54971 1.70071 -3.79212
H -1.33267 -0.00453 -2.26592
H 2.12748 0.20066 0.02355
H 3.08558 1.94169 -1.43063
C 0.05610 -3.30970 -1.22507
H 0.43103 -3.23375 -2.25043
H 0.06428 -4.37482 -0.95823
F -2.25220 3.11866 5.50573
C -2.30007 3.43182 4.20258
F -1.51595 4.50436 4.01788
F -3.55846 3.81281 3.92914
C -1.87514 2.28673 3.32296
C -1.90265 2.44449 1.94957
C -1.50849 1.38054 1.15765
N -1.10774 0.21731 1.66310
C -1.07901 0.07847 2.98202
C -1.45521 1.08730 3.85721
H -2.21992 3.37565 1.50023
H -1.50262 1.46118 0.07776
H -0.74100 -0.88172 3.35601
H -1.41886 0.93209 4.92532
```